{
  "formula": "C23H50N6O11",
  "method": "wB97M-V/def2-TZVPD",
  "energy_ev": -56120.9307,
  "multiplicity": 1,
  "max_force_ev_per_a": 4.8,
  "homo_lumo_gap_ha": 0.101,
  "charge": -2,
  "symbols": ["O", "C", "C", "O", "H", "H", "H", "H", "C", "C", "O", "C", "O", "O", "H", "H", "H", "H", "C", "C", "O", "N", "C", "H", "H", "H", "H", "H", "H", "H", "C", "C", "O", "N", "C", "H", "H", "H", "H", "H", "H", "H", "C", "C", "O", "N", "C", "H", "H", "H", "H", "H", "H", "H", "C", "C", "O", "N", "C", "H", "H", "H", "H", "H", "H", "H", "C", "C", "O", "N", "C", "H", "H", "H", "H", "H", "H", "H", "C", "C", "O", "N", "C", "H", "H", "H", "H", "H", "H", "H"],
  "coordinates": [[-1.20, 1.54, -0.84], [-0.23, 0.62, -0.33], [-0.67, -0.82, 0.23], [-1.85, -0.87, 0.98], [0.52, 1.12, 0.29], [0.31, 0.33, -1.23], [0.17, -1.12, 0.86], [-0.66, -1.47, -0.65], [-3.33, -3.77, 5.05], [-1.75, -3.92, 4.96], [-1.54, -5.10, 5.63], [-2.75, -5.77, 5.86], [-2.94, -6.86, 6.23], [-3.79, -5.10, 5.33], [-3.58, -3.57, 4.01], [-3.63, -2.92, 5.66], [-1.33, -3.05, 5.46], [-1.34, -4.01, 3.96], [2.39, 0.67, -6.07], [0.95, 0.66, -6.57], [0.60, 0.55, -7.74], [-0.01, 0.57, -5.65], [-1.40, 0.37, -6.01], [2.59, 0.93, -5.03], [3.09, 1.09, -6.80], [2.70, -0.37, -6.04], [0.27, 0.60, -4.68], [-2.01, 0.79, -5.21], [-1.51, -0.68, -6.28], [-1.62, 0.87, -6.95], [-3.55, -10.11, -2.43], [-3.90, -8.88, -1.62], [-5.06, -8.58, -1.33], [-2.82, -8.25, -1.18], [-2.99, -7.03, -0.39], [-3.47, -10.93, -1.72], [-2.75, -9.92, -3.15], [-4.40, -10.40, -3.05], [-1.94, -8.55, -1.59], [-2.28, -6.34, -0.84], [-2.72, -7.32, 0.62], [-3.99, -6.58, -0.41], [-1.39, 5.57, -4.75], [-0.11, 5.97, -4.00], [0.29, 7.08, -4.14], [0.51, 5.05, -3.25], [1.87, 5.10, -2.95], [-1.38, 5.72, -5.83], [-2.15, 6.23, -4.33], [-1.64, 4.52, -4.60], [-0.02, 4.22, -3.01], [2.07, 4.43, -2.11], [2.12, 6.15, -2.78], [2.57, 4.73, -3.70], [3.45, -3.98, 1.49], [4.37, -3.11, 0.65], [5.48, -3.52, 0.45], [3.95, -1.99, 0.13], [4.76, -1.13, -0.81], [2.87, -3.46, 2.26], [4.12, -4.68, 1.97], [2.81, -4.63, 0.89], [2.98, -1.73, 0.14], [4.56, -1.32, -1.86], [5.84, -1.14, -0.63], [4.48, -0.08, -0.80], [1.37, 3.43, 4.66], [2.48, 2.48, 4.90], [2.85, 2.32, 6.06], [2.95, 1.74, 3.86], [3.97, 0.70, 3.93], [0.75, 2.98, 3.88], [1.62, 4.40, 4.23], [0.77, 3.68, 5.53], [2.41, 1.71, 3.01], [3.50, -0.27, 4.04], [4.75, 0.94, 4.65], [4.66, 0.64, 3.10], [-2.49, 6.79, 3.67], [-2.39, 6.05, 2.40], [-3.12, 5.09, 2.20], [-1.47, 6.40, 1.52], [-0.81, 7.70, 1.53], [-1.47, 6.95, 4.01], [-3.05, 6.21, 4.41], [-3.11, 7.68, 3.57], [-1.34, 5.74, 0.76], [0.06, 7.78, 2.19], [-1.45, 8.56, 1.72], [-0.44, 7.84, 0.51]],
  "mulliken_charge": [-0.903, 0.021, -0.071, -0.923, -0.018, 0.002, -0.114, 0.173, -0.299, -0.258, -0.333, 0.652, -0.509, -0.332, 0.270, 0.291, 0.237, 0.268, -1.140, 0.805, -0.707, -0.135, -0.894, 0.352, 0.326, 0.289, 0.154, 0.358, 0.280, 0.292, -1.103, 0.729, -0.661, -0.174, -0.826, 0.240, 0.368, 0.313, 0.225, 0.330, 0.259, 0.298, -0.964, 0.648, -0.651, -0.126, -0.948, 0.290, 0.248, 0.302, 0.248, 0.328, 0.311, 0.284, -1.042, 0.734, -0.666, -0.138, -1.010, 0.296, 0.322, 0.272, 0.164, 0.344, 0.317, 0.345, -1.017, 0.730, -0.657, -0.179, -0.882, 0.337, 0.236, 0.277, 0.206, 0.278, 0.305, 0.331, -1.053, 0.675, -0.636, -0.144, -0.932, 0.312, 0.287, 0.295, 0.297, 0.270, 0.288, 0.337]
}

***

{
  "formula": "C5H15NO",
  "method": "wB97M-V/def2-TZVPD",
  "energy_ev": -8964.8989,
  "smiles": "CCN(C)CC.O",
  "multiplicity": 1,
  "max_force_ev_per_a": 1.8,
  "homo_lumo_gap_ha": 0.321,
  "symbols": ["C", "C", "N", "C", "C", "C", "H", "H", "H", "H", "H", "H", "H", "H", "H", "H", "H", "H", "H", "O", "H", "H"],
  "coordinates": [[-0.37, -1.74, 2.80], [-0.99, -0.56, 2.04], [0.00, 0.11, 1.20], [0.87, 1.01, 1.92], [-0.29, 0.50, -0.17], [0.84, 0.16, -1.11], [-0.04, -1.50, 3.81], [0.52, -2.11, 2.32], [-1.05, -2.60, 2.85], [-1.76, -0.94, 1.38], [-1.42, 0.15, 2.75], [1.89, 0.63, 1.98], [0.89, 2.00, 1.47], [0.47, 1.19, 2.88], [-1.27, 0.10, -0.42], [-0.51, 1.58, -0.16], [0.68, -0.77, -1.65], [0.88, 0.93, -1.88], [1.81, 0.10, -0.65], [-0.11, 0.54, -5.52], [0.82, 0.26, -5.42], [-0.61, -0.12, -6.00]],
  "nbo_charge": [-0.624, -0.202, -0.464, -0.412, -0.204, -0.620, 0.201, 0.216, 0.207, 0.193, 0.165, 0.186, 0.184, 0.188, 0.197, 0.159, 0.208, 0.207, 0.214, -0.947, 0.474, 0.473]
}

***

{
  "formula": "C14H18ClOS",
  "method": "wB97M-V/def2-TZVPD",
  "energy_ev": -40205.1886,
  "multiplicity": 1,
  "max_force_ev_per_a": 1.8,
  "homo_lumo_gap_ha": 0.201,
  "charge": 1,
  "symbols": ["Cl", "C", "C", "C", "C", "C", "C", "C", "C", "C", "C", "C", "H", "H", "H", "H", "H", "H", "H", "H", "H", "H", "C", "S", "C", "C", "O", "H", "H", "H", "H", "H", "H", "H", "H"],
  "coordinates": [[-4.70, 0.58, -3.18], [-3.20, 0.11, -2.51], [-2.17, 1.05, -2.37], [-0.97, 0.67, -1.79], [-0.74, -0.67, -1.37], [0.53, -1.10, -0.89], [0.83, -2.51, -0.49], [2.39, -2.60, -0.43], [2.83, -1.21, -0.78], [1.74, -0.37, -1.02], [-1.80, -1.60, -1.55], [-3.00, -1.23, -2.14], [-2.33, 2.07, -2.71], [-0.18, 1.41, -1.67], [0.36, -2.77, 0.47], [0.47, -3.23, -1.25], [2.73, -2.90, 0.56], [2.75, -3.35, -1.15], [3.87, -0.92, -0.88], [1.80, 0.68, -1.29], [-1.65, -2.64, -1.24], [-3.79, -1.97, -2.31], [0.02, 2.32, 3.74], [-0.18, 1.55, 2.10], [1.08, 2.49, 1.22], [0.17, -0.04, 2.05], [-1.52, 1.91, 1.60], [1.04, 2.16, 4.10], [-0.18, 3.40, 3.63], [-0.70, 1.86, 4.43], [2.05, 2.34, 1.72], [1.12, 2.11, 0.19], [0.77, 3.54, 1.25], [1.21, -0.36, 2.05], [-0.65, -0.74, 1.92]],
  "nbo_charge": [0.102, 0.037, -0.227, -0.105, -0.111, 0.326, -0.504, -0.472, 0.056, -0.311, -0.109, -0.240, 0.251, 0.217, 0.276, 0.264, 0.260, 0.262, 0.240, 0.241, 0.226, 0.252, -0.848, 1.847, -0.839, -1.142, -0.926, 0.239, 0.245, 0.264, 0.245, 0.227, 0.261, 0.234, 0.262]
}

***

{
  "formula": "C5H10O",
  "method": "wB97M-V/def2-TZVPD",
  "energy_ev": -7392.2038,
  "smiles": "C=C1CC1.CO",
  "multiplicity": 1,
  "max_force_ev_per_a": 0.4,
  "homo_lumo_gap_ha": 0.406,
  "symbols": ["C", "C", "C", "C", "H", "H", "H", "H", "H", "H", "C", "O", "H", "H", "H", "H"],
  "coordinates": [[-1.08, 1.60, -0.06], [-1.22, 0.29, -0.11], [-1.02, -0.96, -0.85], [-1.65, -0.95, 0.55], [-0.63, 2.15, -0.88], [-1.41, 2.17, 0.81], [-1.66, -1.17, -1.70], [-0.01, -1.36, -0.93], [-1.05, -1.33, 1.37], [-2.72, -1.15, 0.63], [2.35, 0.03, 0.00], [1.58, 0.10, 1.18], [3.41, -0.01, 0.28], [2.13, -0.88, -0.59], [2.21, 0.89, -0.66], [0.78, 0.59, 0.97]],
  "nbo_charge": [-0.426, 0.009, -0.452, -0.452, 0.206, 0.209, 0.226, 0.227, 0.236, 0.225, -0.246, -0.740, 0.180, 0.151, 0.164, 0.482]
}